Entry 1:
# C30H33BN5O4SiYb

A molecular structure, C30H33BN5O4SiYb at a distorted geometry (ωB97M-V with the def2-TZVPD basis set, the OMol25 dataset).

Geometry as XYZ:
```
75
Properties=species:S:1:pos:R:3:forces:R:3
Yb -0.87253 -0.05564 0.16524 2.094 -0.727 -1.010
C -4.96690 1.04354 1.88685 0.268 0.136 0.236
C -3.78953 0.36286 1.30163 1.846 1.274 0.050
N -2.72090 0.98809 0.85328 -1.446 -0.640 -0.473
N -2.75578 2.28066 0.56540 -0.991 1.235 0.271
C -1.79480 2.74657 -0.25046 0.859 -0.118 0.062
O -0.78313 2.08880 -0.67923 -1.388 0.399 0.182
C -1.97661 4.20819 -0.63207 -1.840 -1.895 1.093
C -1.25202 4.74200 -1.65147 0.280 1.528 -0.281
C -1.37142 6.12370 -1.88592 0.643 0.343 -0.481
C -2.35186 6.85543 -1.25896 -0.328 -0.171 0.769
C -3.24413 6.23551 -0.35616 0.214 1.083 0.049
C -3.05032 4.91478 -0.00750 -0.072 0.483 -0.744
C -3.67067 -1.06711 1.32629 -0.781 -2.574 0.655
C -4.76573 -1.85696 1.77388 0.490 0.491 -0.382
C -4.59883 -3.22969 1.95950 -0.186 1.372 0.241
C -3.32975 -3.77693 1.85784 0.487 0.144 -0.941
C -2.36581 -3.02374 1.19294 -0.036 1.088 0.035
N -2.55063 -1.70689 0.91467 0.309 -0.319 0.260
H -4.68135 2.07702 2.03100 -0.224 0.285 -0.097
H -5.24085 0.62080 2.86334 0.065 -0.002 -0.310
H -5.79738 0.96183 1.20873 -0.652 0.200 -0.176
H -0.62070 4.16456 -2.29665 0.546 -0.379 0.299
H -0.62358 6.65340 -2.50895 -0.726 -0.561 0.110
H -2.44634 7.92335 -1.39528 0.112 0.050 -0.229
H -4.00715 6.90671 0.10852 0.481 -1.025 -0.387
H -3.82321 4.44139 0.60059 0.852 -0.140 0.086
H -5.70682 -1.32237 1.95824 0.336 -0.695 -0.085
H -5.48081 -3.78677 2.20363 -0.063 -0.488 0.423
H -3.07246 -4.76330 2.18472 -0.191 -0.491 -0.111
H -1.38853 -3.43044 0.85428 -0.782 0.157 0.470
C 0.08416 -1.01527 3.85921 1.207 -0.417 -0.075
N 0.91261 0.20176 3.78300 -0.675 -0.985 0.939
C 1.36245 0.62083 2.57316 0.555 1.543 -0.410
N 2.30050 1.58202 2.46860 -3.041 -2.236 1.767
O 0.76898 0.11695 1.54065 0.768 0.309 1.350
H -0.22885 -1.22727 4.88638 -0.047 0.399 -0.208
H 0.68681 -1.89274 3.53386 -0.389 0.365 0.102
H -0.76193 -0.95342 3.18427 -0.241 0.128 0.162
H 1.36714 0.50499 4.63881 -0.053 -0.052 -0.581
H 2.78087 1.90970 3.26377 0.460 0.213 1.129
H 2.58903 1.62892 1.39391 0.882 0.187 -2.186
O 2.96867 1.04695 -1.26333 0.824 0.981 -1.344
B 2.91628 1.79828 -0.05936 0.058 -0.660 0.382
O 3.35178 3.11200 -0.24295 0.458 0.424 -2.327
C 3.64339 3.23077 -1.62396 -1.321 -1.130 1.031
C 3.82067 4.39491 -2.34500 0.855 -0.285 -0.195
C 4.06656 4.18316 -3.72429 0.553 0.019 -0.412
C 3.99609 2.91779 -4.35183 -0.056 0.743 0.939
C 3.64097 1.80684 -3.57971 -0.213 -0.707 0.518
C 3.45792 1.93127 -2.22119 -0.082 2.327 0.683
H 3.90603 5.41475 -1.87443 -0.161 -1.372 -0.539
H 4.46518 5.04485 -4.26686 -0.471 -0.286 -0.177
H 4.20436 2.74854 -5.40972 -0.029 0.416 0.320
H 3.48682 0.82267 -3.98568 0.040 -0.188 -0.496
C 3.24357 -2.35261 -0.44563 0.267 1.820 1.093
Si 1.38681 -2.72507 -0.31297 1.401 -0.055 -0.556
C 0.65334 -2.08956 -1.94359 -1.374 0.617 1.658
C 1.42992 -4.59148 -0.21938 -0.366 -0.956 -0.794
C 2.36836 -5.33460 0.53661 -0.222 0.426 0.185
C 2.47267 -6.71469 0.45623 -0.534 -0.611 0.290
C 1.79141 -7.35684 -0.56425 -0.419 -0.945 -0.407
C 0.90012 -6.66951 -1.35774 -0.541 1.518 -0.276
C 0.64327 -5.29634 -1.16543 1.316 -0.935 1.455
H 3.51637 -1.45829 -1.10355 -0.499 -1.220 0.944
H 3.74200 -3.26075 -0.75662 0.153 -0.170 -0.304
H 3.62592 -2.12329 0.59656 -0.204 -0.096 -1.132
H 1.16193 -2.46493 -2.80721 0.251 -0.072 -0.571
H 0.76985 -1.00107 -1.82116 0.429 -0.049 -0.587
H -0.43730 -2.24090 -1.99215 0.229 -0.283 -0.351
H 3.04990 -4.81904 1.19771 -0.162 0.179 0.325
H 2.89658 -7.37027 1.23694 0.541 0.838 -0.589
H 1.88660 -8.43648 -0.75957 0.092 0.547 0.394
H 0.35376 -7.14401 -2.14606 -0.152 -0.515 -0.257
H -0.14110 -4.79884 -1.69399 -0.264 0.187 -0.477
```
Forces are in eV/Å.

Computed properties:
molecular weight: 739.56 g mol⁻¹
ΔE to the lowest compared entry with this formula, charge and spin: 1.734 eV
gap between HOMO and LUMO (spin up / spin down): 4.40 / 4.20 eV
multiplicity: 2
strongest force on any atom: 4.17 eV Å⁻¹

Here are the Mulliken charges for atoms 1 to 6, given in e:
1 Yb 1.06
2 C -1.73
3 C 0.81
4 N 0.38
5 N -0.95
6 C 0.46


Entry 2:
# C45H33Cl3N6O4S5V

A molecular structure, C45H33Cl3N6O4S5V at a distorted geometry (ωB97M-V with the def2-TZVPD basis set, the OMol25 dataset).

Geometry as XYZ:
```
97
Properties=species:S:1:pos:R:3:forces:R:3
V 0.10581 -0.33943 -0.13898 -3.001 0.235 -0.715
O 1.14300 -0.36431 5.06721 -0.025 -0.026 -0.048
C -0.16780 -0.03257 5.09655 0.067 -0.050 0.090
C -0.72911 0.28583 6.33059 -0.102 0.025 0.058
C -2.08358 0.56466 6.42736 -0.019 0.015 -0.036
C -2.89467 0.54491 5.29375 0.136 0.017 -0.029
C -2.31672 0.29171 4.05747 -0.171 0.148 0.112
C -0.96225 0.01142 3.94361 0.110 -0.171 -0.059
C -0.41600 -0.30684 2.59933 0.471 -0.306 -0.187
O -0.90567 0.23771 1.57431 0.329 0.062 0.559
N 0.58430 -1.22505 2.58102 -0.168 0.368 -0.398
N 0.88491 -1.49539 1.26908 -0.439 -0.241 1.637
C 1.70912 -2.39141 0.91474 0.315 -0.520 -0.636
C 1.71554 -2.65128 -0.54996 -0.278 0.286 0.728
C 2.46038 -3.62756 -1.17080 0.380 -0.406 -0.091
C 2.28945 -3.85061 -2.52933 0.230 -0.163 0.179
C 1.35399 -3.10954 -3.22135 -0.169 0.136 -0.147
C 0.64049 -2.13817 -2.54063 0.160 0.149 0.528
N 0.83905 -1.89504 -1.23791 0.404 -0.755 -0.947
H 1.30195 -0.80915 4.20224 0.042 0.029 -0.060
H -0.09164 0.26681 7.20798 -0.045 0.016 -0.076
H -2.51432 0.78453 7.40019 0.036 -0.044 -0.093
H -3.96338 0.70214 5.37732 0.048 0.043 -0.008
H -2.90460 0.28836 3.14925 -0.064 0.002 -0.046
H 2.27614 -2.96066 1.64114 0.124 -0.142 -0.078
H 3.16721 -4.20246 -0.58636 -0.005 -0.034 -0.044
H 2.88024 -4.60371 -3.03864 -0.039 0.026 0.056
H 1.17956 -3.26246 -4.27820 -0.008 0.007 0.050
H -0.09872 -1.51168 -3.01986 -0.055 0.051 0.000
O -6.30073 0.27692 -3.01863 0.433 -0.126 0.130
C -5.18585 0.10858 -2.56555 -0.342 -0.017 -0.252
S -3.81492 1.17519 -2.88526 -0.090 -0.156 -0.201
C -2.65715 0.34756 -1.86400 0.552 0.405 -0.024
C -3.05849 -0.77592 -1.26113 0.221 -0.552 0.373
S -2.05480 -1.84600 -0.28705 -0.167 0.285 -0.195
S -4.72803 -1.24038 -1.52388 -0.085 -0.086 -0.120
S -1.02884 1.03256 -1.74877 -0.393 -0.034 -0.446
Cl -7.13591 3.83094 4.74414 0.127 0.051 -0.099
C -5.81454 4.30586 3.70684 -0.185 -0.037 0.090
C -4.59089 3.68435 3.83003 0.155 -0.158 0.005
C -3.55505 4.06024 2.98684 0.066 -0.053 -0.013
C -3.70266 5.07574 2.04502 -0.053 -0.021 -0.162
C -2.57462 5.56038 1.15407 -0.107 -0.546 -0.155
C -1.19613 5.67900 1.78587 0.280 -0.285 0.228
N -0.43747 4.45129 2.00346 -0.214 0.048 0.179
C 0.02997 3.97656 3.21848 -0.109 0.120 -0.206
C 0.82769 2.91617 2.91474 0.049 -0.223 -0.230
N 0.86456 2.71653 1.54240 0.025 0.286 0.622
C 0.10460 3.65574 1.03920 0.057 -0.089 -0.060
O -2.42999 4.91021 -0.10615 -0.385 -0.266 -0.178
C -2.90332 3.55775 -0.33917 -0.031 0.456 0.112
C -4.34896 3.49470 -0.73777 -0.030 0.756 0.159
C -5.27594 2.62052 -0.26956 0.038 0.009 0.216
Cl -5.02933 1.33770 0.84560 0.067 0.135 0.142
S -6.81922 2.83831 -0.96753 -0.270 -0.042 -0.013
C -6.25437 4.14270 -1.91676 -0.060 0.067 -0.124
C -4.93513 4.37853 -1.70624 0.298 -0.001 0.145
C -4.96522 5.67304 1.95828 0.052 0.119 -0.139
Cl -5.28342 6.95572 0.80708 0.035 -0.190 0.142
C -6.02205 5.29728 2.76651 -0.143 0.075 -0.022
H -4.44050 2.89967 4.56029 -0.013 0.033 -0.061
H -2.61609 3.52557 3.06650 0.051 0.067 -0.012
H -2.82113 6.58676 0.91265 -0.095 0.293 -0.131
H -1.28113 6.20082 2.73680 0.052 0.019 0.114
H -0.60863 6.29968 1.11540 0.065 0.150 -0.083
H -0.25374 4.42844 4.15976 0.047 -0.052 -0.181
H 1.37336 2.27907 3.60728 -0.161 0.124 -0.214
H -0.10073 3.80447 -0.01504 0.037 -0.033 0.210
H -2.68976 2.89205 0.49637 0.009 -0.012 0.116
H -2.29183 3.22095 -1.17091 0.107 -0.080 -0.031
H -6.92964 4.65089 -2.59461 0.144 -0.081 0.125
H -4.36440 5.15127 -2.21286 -0.102 -0.123 0.108
H -6.98935 5.77292 2.66111 0.100 -0.048 0.019
N 1.64657 0.38612 -0.48883 2.474 1.195 -0.400
C 2.89193 0.58178 -0.70930 -0.609 -0.121 0.010
C 3.37253 1.07012 -2.04939 -0.089 -0.163 0.294
C 2.51123 1.00894 -3.14890 -0.013 -0.012 -0.091
C 2.91392 1.48042 -4.39187 -0.016 -0.054 0.161
C 4.18087 2.03127 -4.55926 -0.010 -0.001 0.065
C 5.03502 2.11547 -3.46817 -0.082 -0.063 0.140
C 4.63285 1.63809 -2.22169 0.157 0.059 -0.095
C 3.83994 0.25854 0.41446 0.061 0.189 -0.271
C 3.47773 0.61574 1.71067 -0.072 0.044 0.183
C 4.28216 0.27462 2.79022 -0.023 -0.012 -0.056
C 5.46222 -0.43449 2.58596 -0.051 0.008 -0.080
C 5.82657 -0.80693 1.29679 -0.124 0.053 -0.072
C 5.01938 -0.46034 0.21525 0.037 -0.050 0.029
H 1.51200 0.60783 -3.00886 0.055 0.053 -0.007
H 2.23002 1.42627 -5.23060 0.005 -0.004 0.029
H 4.49329 2.40542 -5.52940 -0.029 -0.039 0.088
H 6.01606 2.56179 -3.58071 -0.013 -0.017 0.015
H 5.30370 1.72163 -1.37363 -0.036 -0.004 -0.050
H 2.54961 1.16425 1.84142 0.110 -0.059 -0.015
H 3.98236 0.55894 3.79494 0.026 -0.029 -0.095
H 6.09208 -0.69987 3.42666 -0.015 0.000 -0.012
H 6.73886 -1.37069 1.13087 -0.066 0.027 0.001
H 5.29040 -0.77552 -0.78762 0.026 0.060 0.046
```
Forces are in eV/Å.

Computed properties:
molecular weight: 1039.43 g mol⁻¹
ΔE to the lowest compared entry with this formula, charge and spin: 0.923 eV
gap between HOMO and LUMO (spin up / spin down): 5.46 / 5.42 eV
total charge: -1
multiplicity: 3
strongest force on any atom: 3.09 eV Å⁻¹

Here are the Mulliken charges for atoms 1 to 6, given in e:
1 V 0.46
2 O -0.71
3 C 0.45
4 C -0.71
5 C -0.47
6 C -0.81


Entry 3:
# C4H9InNO2

A molecular structure, C4H9InNO2 at a distorted geometry (ωB97M-V with the def2-TZVPD basis set, the OMol25 dataset).

Geometry as XYZ:
```
17
Properties=species:S:1:pos:R:3:forces:R:3
C 1.38812 -1.24712 0.02953 0.387 0.023 0.210
C 0.59631 -0.59282 1.14782 0.054 -0.201 0.647
O 0.97576 -0.76795 2.29578 -0.169 0.184 -0.572
N -0.59394 0.12001 0.88272 1.124 0.219 -0.214
In -1.99846 -0.98310 -0.37586 -1.192 -0.154 -0.434
C -0.43802 1.44015 0.47597 -0.877 0.229 0.563
C 0.69789 1.83680 -0.44961 0.013 -0.218 0.229
O -1.23628 2.30757 0.81162 0.180 -0.373 -0.399
H 1.55003 -0.59236 -0.81537 -0.193 0.087 -0.248
H 2.35742 -1.53503 0.42247 0.141 -0.035 0.133
H 0.89051 -2.14691 -0.31015 -0.267 -0.067 -0.111
H -2.25436 0.05272 -1.81137 0.232 -0.099 0.188
H -1.30794 -2.56503 -0.80374 0.032 0.215 0.171
H -3.52216 -1.10995 0.53193 0.286 -0.031 -0.053
H 0.59087 2.88709 -0.67578 0.073 0.233 -0.008
H 0.64296 1.25741 -1.36596 -0.058 -0.057 -0.170
H 1.66130 1.63851 0.01003 0.234 0.043 0.069
```
Forces are in eV/Å.

Computed properties:
molecular weight: 217.94 g mol⁻¹
gap between HOMO and LUMO: 8.38 eV
total charge: -1
strongest force on any atom: 1.28 eV Å⁻¹

Here are the Mulliken charges for atoms 1 to 6, given in e:
1 C -1.02
2 C 0.62
3 O -0.60
4 N -0.37
5 In 0.68
6 C 0.60


Which value of molecular weight does entry 1 give?
739.56 g mol⁻¹


Which of these has the lowest strongest force on any atom?
C4H9InNO2